Record 1
A single C4H7BO2 molecule in a non-equilibrium geometry, computed with ωB97M-V/def2-TZVPD.

```
14
Properties=species:S:1:pos:R:3:forces:R:3
C -3.026 -0.727 0.069 1.5 0.5 -0.6
C -1.551 -0.534 -0.007 0.8 0.7 -1.1
C -0.344 -0.352 -0.021 -0.8 -2.3 2.0
O 0.865 -0.803 0.455 -2.2 0.6 -1.4
B 1.895 0.040 0.130 1.9 -0.8 1.1
C 1.571 1.534 -0.213 0.7 -0.2 1.6
O 3.114 -0.728 0.029 -3.3 -0.5 -0.1
H -3.006 -1.757 0.466 -1.1 0.4 -0.2
H -3.599 -0.560 -0.898 0.8 -0.5 1.3
H -3.285 0.027 0.809 -0.9 -0.4 0.1
H 1.048 1.211 -1.130 0.5 1.7 -0.5
H 1.114 2.355 0.412 -0.9 -1.8 -0.4
H 2.546 1.950 -0.106 1.3 0.6 -2.0
H 2.658 -1.655 0.005 1.8 2.1 0.2
```
Positions in Å, forces in eV/Å.

The value obtained for the gap between HOMO and LUMO is 9.9000 eV. As for the SMILES: CC#COB(C)O. As for the charge: 0.



Record 2
A single C4H7BO2 molecule in a non-equilibrium geometry, computed with ωB97M-V/def2-TZVPD.

```
14
Properties=species:S:1:pos:R:3:forces:R:3
B 0.215 0.741 -0.540 -3.3 0.6 -0.1
C -0.115 -1.414 1.165 2.1 0.0 0.4
C -1.255 -0.794 0.828 0.1 -0.8 0.6
C 1.247 -0.760 1.133 -3.5 -1.2 -1.7
C -0.229 1.655 -1.735 2.8 0.7 -0.9
O -1.496 0.449 0.517 3.1 0.5 -1.4
O 1.183 0.053 -0.107 2.0 -0.3 -0.4
H 0.013 -2.491 1.129 -0.9 0.0 0.4
H -2.041 -1.505 0.822 -1.6 -0.3 -0.3
H 1.389 -0.009 1.819 0.8 1.2 2.1
H 1.918 -1.599 1.092 1.1 0.6 -0.3
H -1.291 1.767 -1.657 -0.4 0.6 -0.1
H 0.044 1.260 -2.782 -0.4 0.2 1.7
H 0.417 2.648 -1.685 -1.7 -1.7 0.1
```
Positions in Å, forces in eV/Å.

The value obtained for the gap between HOMO and LUMO is 8.7520 eV. As for the charge: 0.



Record 3
A 2-piece molecular cluster, C4H7BrN overall in a non-equilibrium geometry, computed with ωB97M-V/def2-TZVPD.

```
13
Properties=species:S:1:pos:R:3:forces:R:3
C 0.727 0.060 1.767 1.1 -1.6 3.2
C -1.137 -0.569 -1.450 -0.8 -3.1 2.4
C -0.035 -0.379 0.805 0.3 1.7 0.7
C -0.228 0.236 -0.492 -2.0 0.8 -2.9
N 2.287 1.319 1.606 -1.6 -1.5 -0.7
Br 3.120 1.456 0.100 0.0 0.1 0.4
H -1.074 -1.695 -1.439 0.8 0.9 0.5
H -2.173 -0.481 -1.130 -0.2 0.5 -0.1
H -1.100 -0.415 -2.464 0.4 1.3 -2.3
H 0.933 -0.315 2.846 0.0 1.3 -2.1
H -0.958 -0.893 1.160 0.9 -0.2 0.2
H -0.985 1.035 -0.234 1.4 0.0 -0.2
H 0.624 0.642 -1.077 -0.3 -0.2 1.0
```
Positions in Å, forces in eV/Å.

The value obtained for the gap between HOMO and LUMO (alpha / beta) is 9.6402 / 6.8580 eV. Its expectation value of S² is 2.01. Its multiplicity is 3. As for the charge: +1.



Record 4
A single C4H7BrN2 molecule in a non-equilibrium geometry, computed with ωB97M-V/def2-TZVPD.

```
14
Properties=species:S:1:pos:R:3:forces:R:3
H -0.568 2.380 -0.409 1.1 -1.1 0.4
N 0.365 1.905 -0.532 -0.3 -0.7 0.1
C 0.556 0.748 -0.002 1.1 1.8 -1.0
C 1.854 -0.028 -0.276 -0.5 1.2 2.4
C -0.380 0.030 0.905 -0.4 0.1 1.9
C -1.413 -0.693 0.049 -1.2 2.1 0.9
Br -3.164 0.245 -0.074 0.1 0.1 0.3
N -1.219 -1.649 -0.655 1.5 -2.9 -1.2
H -1.832 -2.178 -1.286 0.0 1.1 0.7
H 1.533 -0.879 -0.771 -0.4 -1.6 -2.0
H 2.191 -0.570 0.657 0.1 1.3 -0.5
H 2.610 0.588 -0.756 0.0 -0.3 -0.1
H -0.783 0.802 1.662 0.1 -1.5 -1.3
H 0.251 -0.700 1.487 -1.1 0.4 -0.6
```
Positions in Å, forces in eV/Å.

The value obtained for the gap between HOMO and LUMO is 10.4723 eV. As for the SMILES: [H]/N=C(/C)C/C(Br)=N/[H]. As for the charge: 0.



no.,electronic energy (eV),molar mass (g/mol)
1,-9031.2275,97.91
2,-9031.6737,97.91
3,-75779.4456,149.01
4,-77282.9444,163.02